Entry 1:
# C32H43BrN12S2Sr

C32H43BrN12S2Sr as an isolated structure at a distorted geometry (ωB97M-V/def2-TZVPD, the OMol25 dataset).

XYZ file:
```
91
C32H43BrN12S2Sr (ωB97M-V/def2-TZVPD)
Sr 0.336 -0.106 -0.230
Br 3.182 -1.987 -0.966
C 4.254 -0.510 -1.649
C 5.561 -0.856 -1.919
C 6.508 0.127 -2.316
C 6.147 1.439 -2.448
C 4.837 1.853 -2.264
C 4.475 3.250 -2.184
C 3.121 3.571 -2.120
C 2.123 2.598 -1.958
C 2.496 1.254 -1.851
C 3.788 0.807 -1.912
H 5.937 -1.848 -1.691
H 7.511 -0.196 -2.506
H 6.945 2.156 -2.661
H 5.220 4.029 -2.426
H 2.799 4.631 -2.100
H 1.061 2.876 -2.001
N 1.143 -1.801 2.144
C 2.414 -2.205 2.707
C 3.070 -1.083 3.529
C 3.232 0.214 2.704
C 2.042 1.207 2.758
N 1.580 1.575 1.468
H 0.607 -1.314 2.893
H 0.646 -2.648 1.872
H 3.028 -2.550 1.835
H 2.329 -3.049 3.365
H 4.039 -1.464 3.844
H 2.408 -0.903 4.392
H 3.429 -0.054 1.638
H 4.172 0.705 3.048
H 2.339 2.107 3.418
H 1.134 0.807 3.219
H 2.339 2.008 0.943
H 0.833 2.288 1.473
N 1.418 -0.200 -3.813
C 0.863 -1.413 -3.577
N 1.030 -2.368 -4.511
C 0.465 -3.575 -4.200
N 0.718 -4.605 -5.071
N -0.355 -3.791 -3.160
C -0.483 -2.761 -2.320
N 0.229 -1.632 -2.438
C -1.377 -3.045 -1.199
C -2.234 -4.201 -1.086
C -3.248 -4.257 -0.159
C -3.350 -3.285 0.823
C -2.408 -2.305 0.757
N -1.510 -2.147 -0.231
H 2.113 -0.255 -4.532
H 1.676 0.328 -2.929
H 1.206 -4.361 -5.928
H 0.152 -5.440 -4.971
H -2.124 -5.119 -1.693
H -3.932 -5.099 -0.208
H -4.106 -3.214 1.621
H -2.322 -1.542 1.567
C -4.076 0.034 -1.628
N -4.416 1.472 -1.779
C -5.697 1.631 -2.459
C -3.319 2.293 -1.831
S -1.778 1.759 -2.343
N -3.435 3.567 -1.361
C -4.584 4.094 -0.651
C -2.453 4.625 -1.558
H -4.976 -0.520 -1.576
H -3.461 -0.164 -0.740
H -3.536 -0.261 -2.532
H -5.838 0.851 -3.271
H -5.742 2.623 -2.915
H -6.483 1.697 -1.692
H -5.241 3.345 -0.133
H -5.188 4.642 -1.395
H -4.261 4.846 0.055
H -1.579 4.273 -2.106
H -2.175 5.055 -0.589
H -2.932 5.438 -2.207
C 0.224 -1.127 6.037
C -0.974 -0.543 5.398
C -2.164 -0.251 6.075
C -3.177 0.359 5.390
N -3.049 0.546 4.091
C -1.902 0.225 3.487
S -1.806 0.765 1.795
N -0.862 -0.374 4.070
H 1.015 -0.339 6.102
H 0.682 -1.979 5.497
H 0.015 -1.361 7.088
H -2.219 -0.556 7.126
H -4.119 0.696 5.762
```

energy	-144314.0671	eV
molecular weight	827.44	g/mol
HOMO	-6.9	eV

Charges obtained by Löwdin population analysis, quoted in units of e: 1.021 0.787 -0.541 -0.147 -0.086 -0.076 -0.141 -0.042 -0.111 -0.146 -0.232 -0.242 0.088 0.093 0.114 0.108 0.100 0.058 -0.020 -0.316 -0.182 -0.171 -0.305 -0.106 0.038 0.072 0.067 0.092 0.106 0.082 0.099 0.110 0.132 0.071 0.074 0.071 0.164 -0.496 0.170 -0.415 0.140 0.166 -0.289 0.052 -0.193 -0.001 -0.072 -0.047 -0.187 0.035 0.101 -0.004 0.104 0.100 0.114 0.110 0.124 0.030 -0.102 -0.210 -0.065 -0.726 0.620 -0.206 -0.061 -0.087 0.069 0.051 0.061 0.113 0.081 0.088 0.110 0.090 0.078 0.028 0.093 0.114 -0.046 -0.332 -0.036 -0.144 0.028 -0.818 0.451 0.067 0.094 0.084 0.076 0.106 0.101

***

Entry 2:
# C32H43BrN2P2Ti

C32H43BrN2P2Ti as an isolated structure at a distorted geometry (ωB97M-V/def2-TZVPD, the OMol25 dataset).

XYZ file:
```
81
C32H43BrN2P2Ti (ωB97M-V/def2-TZVPD)
C 3.303 -5.890 -3.631
C 2.043 -5.381 -4.086
C 1.614 -5.911 -5.325
C 2.550 -6.503 -6.174
N 3.798 -6.792 -5.806
C 4.156 -6.506 -4.558
C 1.256 -4.369 -3.448
C 0.652 -3.289 -3.098
C 1.153 -1.889 -3.031
C 1.454 -1.574 -1.665
C 2.394 -0.539 -1.428
C 2.352 0.574 -2.233
C 1.895 0.412 -3.563
C 1.379 -0.845 -3.975
Ti -0.496 -1.760 -1.968
P -1.975 -2.459 0.137
H 0.582 -5.806 -5.643
H 3.645 -5.774 -2.595
H 2.282 -6.753 -7.200
H 5.180 -6.776 -4.296
H 1.254 -1.043 -5.018
H 1.097 -2.437 -0.911
H 2.051 1.234 -4.247
H 3.133 -0.586 -0.604
C -2.850 -0.941 0.797
C -4.340 -1.131 1.043
H -2.674 -0.113 0.090
H -2.309 -0.605 1.705
H -4.720 -0.246 1.562
H -4.890 -1.220 0.098
H -4.529 -2.003 1.674
C -2.973 -3.467 -1.063
C -2.611 -4.963 -1.090
H -2.796 -3.091 -2.089
H -4.035 -3.287 -0.844
H -3.072 -5.402 -1.983
H -1.517 -5.098 -1.174
H -2.985 -5.506 -0.213
C -1.668 -3.503 1.603
C -2.917 -3.714 2.443
H -0.859 -3.015 2.167
H -1.270 -4.464 1.244
H -2.745 -4.461 3.228
H -3.240 -2.803 2.948
H -3.757 -4.086 1.845
Br 2.485 2.231 -1.476
P -2.543 0.475 -3.725
C -3.431 -0.226 -2.333
C -4.954 -0.289 -2.539
H -3.204 0.358 -1.429
H -3.048 -1.271 -2.210
H -5.387 -1.132 -1.992
H -5.441 0.629 -2.201
H -5.188 -0.427 -3.600
C -1.719 2.047 -3.230
C -1.963 3.127 -4.287
H -0.645 1.883 -3.020
H -2.198 2.346 -2.282
H -1.637 4.102 -3.916
H -1.432 2.921 -5.218
H -3.032 3.212 -4.515
C -1.394 -0.722 -4.359
C -1.673 -1.157 -5.830
H -1.294 -1.680 -3.696
H -0.456 -0.136 -4.401
H -0.768 -1.604 -6.272
H -2.470 -1.908 -5.857
H -1.966 -0.306 -6.469
N 0.003 -0.546 0.196
C 0.699 -0.170 1.085
C 1.336 0.281 2.319
C 2.377 1.232 2.361
C 2.940 1.585 3.602
C 2.464 0.980 4.771
C 1.439 0.014 4.751
C 0.888 -0.331 3.518
H 2.753 1.651 1.426
H 3.772 2.306 3.629
H 2.913 1.227 5.734
H 1.097 -0.481 5.647
H 0.124 -1.110 3.429
```

⟨S²⟩	2.016
spin multiplicity	3
energy	-148574.6601	eV
molecular weight	645.43	g/mol
total charge	+2
HOMO (spin up / spin down)	-12.7 / -12.8	eV

Charges obtained by Löwdin population analysis, quoted in units of e: 0.028 -0.199 0.013 -0.099 0.100 -0.107 0.169 -0.030 -0.400 -0.226 -0.100 -0.723 -0.064 -0.031 0.772 0.936 0.124 0.126 0.124 0.125 0.125 0.160 0.125 0.145 -0.378 -0.118 0.036 0.091 0.094 0.056 0.052 -0.411 -0.127 0.040 0.088 0.087 0.070 0.081 -0.375 -0.139 0.070 0.083 0.092 0.069 0.079 0.918 0.987 -0.452 -0.127 0.054 0.016 0.059 0.088 0.069 -0.401 -0.160 0.058 0.084 0.076 0.070 0.072 -0.472 -0.106 0.042 0.042 0.072 0.081 0.087 0.094 -0.062 -0.199 -0.022 -0.039 -0.036 -0.038 -0.027 0.070 0.126 0.121 0.116 0.105

***

Entry 3:
# C32H43N2O7SSeSi2W

C32H43N2O7SSeSi2W as an isolated structure (ωB97M-V/def2-TZVPD, the OMol25 dataset).

XYZ file:
```
89
C32H43N2O7SSeSi2W (ωB97M-V/def2-TZVPD)
W 0.172 -0.624 0.462
O 1.000 0.599 1.729
C 2.043 0.145 2.544
O 0.423 -1.754 2.080
C 3.056 -0.476 1.618
C 4.398 -0.780 1.830
C 4.978 -1.748 1.027
C 4.194 -2.484 0.133
C 2.885 -2.090 -0.024
N 2.402 -1.019 0.598
C 1.775 -2.903 -0.610
O 1.894 -3.992 -1.076
O 0.584 -2.293 -0.424
H 4.947 -0.304 2.630
H 6.022 -2.001 1.158
H 4.564 -3.360 -0.378
C -1.883 -3.979 -0.360
Si -2.749 -2.308 -0.378
C -2.936 -1.630 -2.110
C -4.493 -2.678 0.204
C -1.829 -1.088 0.833
Si -2.947 0.371 1.446
C -3.514 1.463 0.021
C -4.496 -0.257 2.301
C -2.098 1.257 2.883
H -1.803 -4.371 -1.376
H -2.505 -4.676 0.206
H -0.887 -3.998 0.071
H -3.448 -2.396 -2.699
H -2.009 -1.401 -2.628
H -3.565 -0.737 -2.122
H -4.802 -3.576 -0.338
H -5.214 -1.897 -0.034
H -4.555 -2.906 1.267
H -1.794 -1.699 1.748
H -4.430 1.045 -0.400
H -2.786 1.558 -0.784
H -3.774 2.466 0.371
H -5.301 -0.561 1.641
H -4.862 0.584 2.899
H -4.291 -1.073 2.996
H -1.070 1.583 2.751
H -2.107 0.572 3.735
H -2.711 2.112 3.188
O 4.771 3.787 7.284
C 3.795 4.086 6.407
O 3.282 5.166 6.410
C 3.392 3.016 5.428
C 2.681 3.433 4.307
C 2.250 2.514 3.370
C 2.512 1.160 3.547
S 1.281 -1.314 3.387
C 3.209 0.738 4.673
C 3.649 1.663 5.608
H 5.165 2.930 7.091
H 2.468 4.488 4.199
H 1.684 2.843 2.512
H 3.404 -0.315 4.839
H 4.156 1.298 6.493
C -0.661 -0.946 -7.931
C -0.440 -0.720 -6.465
C 0.021 -1.729 -5.636
C 0.212 -1.542 -4.273
C 0.691 -2.700 -3.464
C -0.058 -0.288 -3.711
Se 0.091 0.268 -1.852
C -0.524 0.764 -4.534
C -0.908 2.149 -4.079
C -0.708 0.513 -5.887
H -0.310 -1.928 -8.239
H -0.139 -0.193 -8.523
H -1.722 -0.873 -8.175
H 0.230 -2.706 -6.056
H 0.594 -3.626 -4.028
H 0.123 -2.806 -2.545
H 1.746 -2.589 -3.207
H -0.425 2.482 -3.163
H -1.986 2.197 -3.911
H -0.668 2.862 -4.865
H -1.072 1.320 -6.513
C 1.194 3.030 -0.146
C -0.149 2.640 0.384
N -0.906 3.582 0.923
O -0.585 1.471 0.322
H 1.394 4.092 -0.028
H 1.256 2.757 -1.198
H 1.952 2.452 0.383
H -0.619 4.545 0.918
H -1.802 3.331 1.313
```

energy	-144955.0852	eV
molecular weight	918.74	g/mol
total charge	+1
HOMO (spin up / spin down)	-10.9 / -10.9	eV

Charges obtained by Löwdin population analysis, quoted in units of e: 1.665 -0.341 -0.625 -0.755 -0.208 0.034 0.004 0.055 -0.142 0.034 -0.496 0.171 -0.316 0.126 0.125 0.137 -0.157 0.465 -0.164 -0.184 -0.477 0.460 -0.167 -0.181 -0.174 0.043 0.038 0.015 0.050 -0.020 0.034 0.044 0.028 0.037 0.031 0.038 0.017 0.035 0.018 0.042 0.045 0.003 0.049 0.043 0.136 -0.475 0.140 -0.116 0.021 0.014 -0.184 1.043 -0.037 0.001 0.098 0.128 0.094 0.113 0.122 -0.035 -0.247 0.002 -0.275 -0.039 -0.416 0.997 -0.292 -0.080 -0.010 0.079 0.088 0.090 0.123 0.097 0.053 0.094 0.020 0.096 0.085 0.128 0.010 -0.533 0.257 -0.353 0.099 0.060 0.084 0.135 0.105

***

Entry 4:
# C32H43N7RbSSb2

C32H43N7RbSSb2 as an isolated structure at a distorted geometry (ωB97M-V/def2-TZVPD, the OMol25 dataset).

XYZ file:
```
86
C32H43N7RbSSb2 (ωB97M-V/def2-TZVPD)
Rb 1.527 -1.229 0.372
C 1.547 -0.610 4.685
N 2.218 -0.207 3.460
C 3.435 0.523 3.779
C 4.239 0.967 2.597
N 3.935 0.870 1.332
C 4.999 1.430 0.645
C 5.225 1.595 -0.718
C 6.403 2.202 -1.105
C 7.350 2.644 -0.180
C 7.147 2.493 1.176
C 5.966 1.880 1.569
N 5.446 1.571 2.803
C 0.338 -1.475 4.523
N -0.332 -1.784 3.448
C -1.390 -2.562 3.887
C -2.440 -3.154 3.196
C -3.379 -3.860 3.916
C -3.296 -3.998 5.301
C -2.261 -3.426 6.012
C -1.321 -2.710 5.288
N -0.204 -2.008 5.660
H 1.238 0.268 5.289
H 2.269 -1.175 5.291
H 1.601 0.405 2.925
H 4.079 -0.136 4.377
H 3.228 1.422 4.396
H 4.508 1.250 -1.447
H 6.610 2.338 -2.154
H 8.259 3.107 -0.532
H 7.876 2.830 1.896
H 5.885 1.755 3.690
H -2.530 -3.066 2.132
H -4.205 -4.323 3.399
H -4.055 -4.559 5.824
H -2.190 -3.530 7.083
H 0.137 -1.916 6.601
C -1.391 0.838 -2.817
Sb -0.794 -0.157 -4.677
C 0.453 -1.742 -3.833
C -2.586 -1.469 -4.798
C -3.714 -1.020 -3.956
C -4.469 0.060 -4.411
C -5.552 0.548 -3.710
C -5.920 -0.066 -2.524
C -5.184 -1.138 -2.059
C -4.065 -1.619 -2.738
C -3.300 -2.738 -2.138
Sb -1.698 -2.057 -0.806
C -1.455 -4.030 0.048
C -3.112 -1.167 0.555
H -1.518 1.898 -3.007
H -0.627 0.698 -2.056
H -2.343 0.440 -2.484
H 1.147 -2.078 -4.595
H -0.156 -2.580 -3.511
H 1.021 -1.338 -3.002
H -2.253 -2.477 -4.571
H -2.881 -1.435 -5.843
H -4.185 0.514 -5.350
H -6.114 1.390 -4.085
H -6.774 0.287 -1.965
H -5.482 -1.625 -1.141
H -2.849 -3.384 -2.888
H -3.940 -3.342 -1.490
H -2.414 -4.479 0.289
H -0.840 -3.981 0.943
H -0.952 -4.659 -0.682
H -3.890 -1.875 0.822
H -3.574 -0.321 0.056
H -2.614 -0.813 1.453
S 2.161 1.154 -2.702
C 1.631 2.685 -2.317
N 0.920 3.384 -3.209
C 0.413 4.723 -2.988
C 0.295 4.997 -1.491
C 1.605 4.609 -0.812
N 1.883 3.223 -1.112
H 0.768 2.938 -4.102
H -0.567 4.800 -3.466
H 1.080 5.460 -3.455
H -0.527 4.414 -1.072
H 0.083 6.051 -1.327
H 1.522 4.718 0.269
H 2.421 5.252 -1.167
H 2.474 2.690 -0.490
```

energy	-68875.2107	eV
molecular weight	886.80	g/mol
total charge	+1
HOMO	-9.7	eV

Charges obtained by Löwdin population analysis, quoted in units of e: 0.558 -0.157 -0.082 -0.158 -0.314 0.131 -0.232 -0.031 -0.078 -0.082 -0.017 -0.190 0.161 -0.312 0.160 -0.218 -0.031 -0.074 -0.081 -0.014 -0.190 0.159 0.139 0.134 0.097 0.135 0.138 0.033 0.106 0.107 0.111 0.169 0.045 0.107 0.107 0.112 0.168 -0.362 1.307 -0.376 -0.328 -0.322 -0.063 -0.079 -0.081 -0.068 -0.302 -0.294 1.290 -0.334 -0.315 -0.016 -0.054 -0.028 -0.005 -0.031 -0.081 0.037 0.051 0.114 0.104 0.104 0.106 0.054 0.069 0.012 -0.015 0.005 0.012 0.002 -0.008 0.630 -0.855 0.014 -0.166 -0.153 -0.169 0.017 0.115 0.125 0.126 0.121 0.119 0.123 0.130 0.105

***

Entry 5:
# C32H43N7RbSSb2

C32H43N7RbSSb2 as an isolated structure (ωB97M-V/def2-TZVPD, the OMol25 dataset).

XYZ file:
```
86
C32H43N7RbSSb2 (ωB97M-V/def2-TZVPD)
Rb -0.911 0.046 -0.398
C 2.339 -2.490 -0.912
N 1.249 -1.890 -1.658
C 0.985 -2.590 -2.899
C -0.284 -2.116 -3.536
N -1.238 -1.458 -2.942
C -2.187 -1.221 -3.932
C -3.381 -0.506 -3.870
C -4.103 -0.359 -5.039
C -3.660 -0.918 -6.248
C -2.481 -1.635 -6.325
C -1.758 -1.766 -5.146
N -0.530 -2.339 -4.861
C 2.666 -1.642 0.274
N 2.390 -0.371 0.380
C 2.946 0.012 1.602
C 2.994 1.263 2.214
C 3.609 1.354 3.447
C 4.175 0.231 4.069
C 4.158 -1.012 3.466
C 3.542 -1.090 2.223
N 3.352 -2.138 1.341
H 3.256 -2.613 -1.511
H 2.037 -3.488 -0.582
H 1.477 -0.914 -1.832
H 0.891 -3.659 -2.680
H 1.806 -2.496 -3.630
H -3.714 -0.057 -2.945
H -5.030 0.196 -5.026
H -4.258 -0.788 -7.139
H -2.144 -2.067 -7.257
H 0.061 -2.843 -5.498
H 2.566 2.130 1.734
H 3.659 2.311 3.948
H 4.645 0.345 5.035
H 4.608 -1.873 3.939
H 3.671 -3.085 1.454
C -1.843 4.556 2.736
Sb -1.418 2.619 1.934
C 0.253 3.324 0.761
C -0.153 1.913 3.547
C -0.905 1.308 4.692
C -1.743 2.124 5.452
C -2.473 1.630 6.517
C -2.371 0.286 6.847
C -1.533 -0.532 6.112
C -0.789 -0.047 5.035
C 0.100 -1.000 4.293
Sb -0.829 -1.752 2.485
C -2.592 -2.473 3.457
C 0.209 -3.631 2.505
H -2.681 4.521 3.426
H -2.099 5.216 1.909
H -0.960 4.942 3.244
H 0.922 3.893 1.407
H -0.115 3.962 -0.040
H 0.806 2.498 0.309
H 0.423 2.783 3.869
H 0.548 1.212 3.099
H -1.809 3.177 5.205
H -3.109 2.289 7.091
H -2.929 -0.118 7.680
H -1.437 -1.576 6.384
H 0.300 -1.880 4.906
H 1.058 -0.558 4.020
H -2.314 -3.092 4.308
H -3.180 -3.063 2.757
H -3.190 -1.633 3.805
H 0.015 -4.136 3.450
H 1.279 -3.458 2.407
H -0.128 -4.262 1.685
S -1.318 2.316 -2.541
C -0.379 1.893 -3.879
N 0.968 1.928 -3.819
C 1.831 1.773 -4.981
C 1.192 0.774 -5.930
C -0.218 1.234 -6.262
N -0.941 1.507 -5.029
H 1.336 2.357 -2.984
H 2.806 1.428 -4.637
H 1.975 2.736 -5.483
H 1.153 -0.208 -5.451
H 1.782 0.686 -6.841
H -0.769 0.470 -6.810
H -0.187 2.134 -6.884
H -1.949 1.464 -5.023
```

energy	-68876.0577	eV
molecular weight	886.80	g/mol
total charge	+1
HOMO	-10.1	eV

Charges obtained by Löwdin population analysis, quoted in units of e: 0.405 -0.146 -0.090 -0.145 -0.319 0.111 -0.246 -0.032 -0.080 -0.081 -0.030 -0.205 0.167 -0.333 0.158 -0.229 -0.030 -0.076 -0.077 -0.013 -0.197 0.165 0.136 0.130 0.089 0.137 0.130 0.108 0.109 0.107 0.115 0.166 0.093 0.109 0.108 0.114 0.167 -0.335 1.273 -0.359 -0.345 -0.284 -0.057 -0.076 -0.078 -0.061 -0.284 -0.316 1.259 -0.321 -0.323 -0.003 0.006 0.014 0.012 -0.010 -0.036 0.077 0.011 0.097 0.105 0.105 0.111 0.068 0.041 0.012 0.003 0.007 0.011 -0.024 0.001 0.528 -0.855 0.010 -0.163 -0.154 -0.151 0.037 0.123 0.123 0.129 0.100 0.123 0.109 0.129 0.114

***

Among the records above, which one has the lowest molecular weight?
C32H43BrN2P2Ti